[1]
{
  "formula": "C16H32Be2NO16",
  "method": "the ωB97M-V functional and the def2-TZVPD basis",
  "symbols": ["Be", "Be", "N", "O", "O", "O", "C", "C", "C", "O", "C", "H", "H", "H", "H", "H", "H", "H", "H", "C", "O", "C", "O", "O", "C", "H", "H", "H", "H", "H", "H", "C", "O", "C", "O", "O", "C", "H", "H", "H", "H", "H", "H", "C", "O", "C", "O", "O", "C", "H", "H", "H", "H", "H", "H", "C", "O", "C", "O", "O", "C", "H", "H", "H", "H", "H", "H"],
  "positions_angstrom": [[-0.87270, -2.83446, 2.77383], [3.62605, -1.63677, -0.84430], [0.64272, -0.51151, 0.82386], [-0.38167, -0.54112, 0.22819], [1.73332, -0.27862, 0.29871], [0.53956, -0.91925, 1.97659], [-1.34994, 3.01429, -0.97110], [-0.00138, 3.28529, -0.46669], [-0.36103, 4.01726, 0.81493], [-1.54321, 4.83306, 0.38609], [-2.30228, 4.15871, -0.57776], [-1.70107, 2.05611, -0.58810], [-1.35839, 2.73480, -2.02463], [0.68151, 3.87868, -1.07467], [0.49221, 2.35385, -0.18941], [0.41545, 4.72086, 1.11513], [-0.55176, 3.30281, 1.61573], [-2.59767, 4.85375, -1.36375], [-3.19834, 3.83685, -0.04712], [-3.79647, 0.72685, 0.96186], [-3.38401, 1.27430, 2.13078], [-2.77936, 0.49247, 2.87581], [-2.43264, -0.69039, 2.72135], [-2.57893, 1.21914, 3.99823], [-1.85796, 0.64249, 5.06182], [-4.46951, -0.06285, 1.29577], [-2.92286, 0.43446, 0.37927], [-4.39409, 1.41989, 0.36971], [-2.03085, 1.28826, 5.92275], [-0.77957, 0.63673, 4.90324], [-2.20915, -0.30723, 5.46531], [3.14797, 1.48148, 2.48566], [4.47434, 1.13066, 2.85320], [4.98638, 0.13964, 2.19823], [4.46692, -0.46387, 1.27126], [6.26245, -0.09996, 2.68527], [7.30769, -0.91795, 2.18265], [2.49239, 0.63856, 2.70430], [3.18999, 1.71914, 1.42272], [2.94329, 2.38971, 3.05250], [7.18376, -1.99678, 2.27680], [8.33176, -0.73281, 2.50686], [7.27997, -0.73758, 1.10804], [-1.19389, -3.44135, -1.90130], [-2.51056, -2.86813, -1.72712], [-3.08970, -2.82453, -0.51253], [-2.56456, -2.97349, 0.58430], [-4.46414, -2.74779, -0.70464], [-5.08574, -3.00071, -1.99809], [-0.38176, -2.77537, -1.60969], [-0.88238, -3.43143, -2.94579], [-1.05809, -4.40380, -1.40801], [-6.11903, -2.75348, -1.75458], [-4.96738, -4.05896, -2.23091], [-4.73593, -2.36080, -2.80818], [1.77175, -3.24727, -4.61375], [1.10850, -1.94860, -4.64215], [1.37672, -0.98539, -3.69236], [2.12923, -1.13060, -2.78402], [0.69202, 0.05505, -3.95444], [0.86124, 1.20007, -3.23032], [1.47218, -3.98052, -5.36256], [1.65838, -3.74950, -3.65301], [2.85436, -3.12099, -4.62447], [0.72014, 1.09380, -2.15473], [0.18205, 1.94529, -3.64439], [1.88372, 1.55951, -3.34621]],
  "forces_ev_per_a": [[-1.11, 3.35, -1.90], [-1.66, 2.38, 0.74], [-1.76, -2.38, -1.80], [-1.91, 1.33, -2.96], [2.35, 0.35, -0.69], [1.49, -2.05, 5.31], [-2.08, -1.64, -2.37], [1.11, 0.21, 1.47], [-0.48, 1.66, -1.32], [1.78, -0.09, 1.77], [1.26, -0.64, 0.47], [-0.15, 0.02, 0.69], [-0.12, 0.66, -0.36], [-0.33, 0.05, -0.23], [0.27, -0.09, -0.18], [-0.32, 0.09, 0.26], [-0.65, 0.17, 0.25], [0.12, 0.01, -0.11], [-0.43, -0.35, -0.27], [-1.74, -1.22, -2.67], [-0.62, 2.77, -0.99], [2.46, -0.80, 5.27], [0.04, -0.17, -0.58], [0.34, -1.34, -0.44], [0.35, 0.29, 1.75], [0.11, -0.61, -1.04], [-0.29, -0.52, -0.11], [0.20, 0.28, 0.36], [0.08, 0.34, -0.23], [-0.02, -0.13, -0.35], [-0.22, -0.34, -0.80], [-0.07, 0.63, -0.33], [0.59, -0.69, 0.25], [4.97, -0.72, 1.09], [-1.28, -1.24, -2.02], [-2.48, 1.27, 1.09], [-0.41, -1.02, -2.72], [-0.16, 0.33, -0.02], [-0.51, -0.03, 0.02], [-0.24, -0.31, 0.02], [-0.65, 0.04, 0.56], [-0.60, 0.97, 0.72], [0.48, -0.10, -0.26], [0.90, 0.84, 0.11], [0.97, -0.29, 0.51], [-2.41, -1.14, -1.91], [0.16, 0.28, 0.03], [3.25, 0.47, 1.60], [-0.29, 0.04, 0.34], [-0.25, 0.47, 1.21], [-1.29, -0.71, -0.39], [-0.37, 0.02, -0.23], [0.04, -0.25, -0.35], [-0.07, 0.15, -0.11], [0.22, -0.04, 0.29], [1.17, 0.24, 1.56], [0.10, 0.56, 0.89], [-1.81, -3.01, -4.39], [3.62, -0.63, 4.50], [-1.12, -1.31, -1.43], [0.85, 2.61, 1.29], [-0.46, 0.97, -0.37], [-0.70, 0.12, 0.29], [0.04, 0.28, -0.69], [-0.39, -0.36, -0.05], [0.07, -0.18, 0.12], [0.06, 0.16, -0.18]],
  "nbo_charge": [1.576, 1.637, 0.723, -0.356, -0.545, -0.556, -0.435, -0.441, -0.075, -0.409, -0.078, 0.198, 0.224, 0.229, 0.191, 0.224, 0.178, 0.230, 0.205, -0.279, -0.407, 1.024, -0.742, -0.456, -0.290, 0.212, 0.186, 0.225, 0.240, 0.180, 0.193, -0.264, -0.415, 1.049, -0.794, -0.481, -0.258, 0.193, 0.193, 0.234, 0.195, 0.252, 0.172, -0.271, -0.498, 1.044, -0.716, -0.492, -0.251, 0.164, 0.228, 0.206, 0.229, 0.206, 0.206, -0.266, -0.473, 1.046, -0.794, -0.414, -0.275, 0.256, 0.161, 0.194, 0.192, 0.234, 0.199],
  "lumo_energy_ev": -14.26,
  "orbital_gap_ev": 1.8,
  "e_homo_ev": -16.07,
  "total_charge": 3
}

[2]
{
  "formula": "C7H17Cl3N2O4SrY",
  "method": "the ωB97M-V functional and the def2-TZVPD basis",
  "symbols": ["Sr", "Y", "O", "H", "O", "H", "C", "O", "N", "C", "C", "H", "H", "H", "H", "H", "H", "H", "C", "O", "N", "C", "C", "H", "H", "H", "H", "H", "H", "H", "C", "Cl", "Cl", "Cl", "H"],
  "positions_angstrom": [[-9.65205, -4.55709, 9.53522], [-6.57401, -3.33718, 11.26391], [-8.77004, -3.22514, 11.39452], [-9.60145, -3.01687, 11.86345], [-7.13149, -4.76245, 9.58740], [-6.97013, -5.03253, 8.66244], [-8.83241, -0.82987, 16.12080], [-8.70341, -0.18753, 17.13683], [-9.83452, -0.62670, 15.26037], [-10.02554, -1.53603, 14.17354], [-10.89394, 0.37924, 15.44691], [-8.11903, -1.58004, 15.74594], [-9.18528, -2.18205, 13.91914], [-10.22065, -1.00355, 13.24268], [-10.87604, -2.19140, 14.36121], [-11.84806, -0.14725, 15.47046], [-10.74441, 1.01183, 16.32188], [-10.99736, 0.92967, 14.51180], [-9.71962, -5.80943, 12.95613], [-9.89347, -5.92113, 11.74566], [-10.26897, -6.57147, 13.93643], [-9.89938, -6.51623, 15.29316], [-11.18170, -7.67902, 13.53749], [-9.09060, -4.99035, 13.33776], [-9.31392, -7.42339, 15.44277], [-10.77616, -6.66628, 15.92312], [-9.37858, -5.59012, 15.53647], [-11.66141, -7.53300, 12.56968], [-10.63269, -8.60623, 13.37326], [-11.83139, -7.96440, 14.36487], [-13.00287, -2.27324, 11.11120], [-12.40389, -3.53527, 12.19078], [-11.68587, -1.22187, 10.66461], [-14.23329, -1.23907, 11.96086], [-13.46082, -2.82892, 10.29291]],
  "forces_ev_per_a": [[-0.72, -0.92, 0.98], [-3.59, -1.77, -1.90], [2.87, 0.08, -0.39], [0.44, 0.33, 0.29], [0.07, 2.06, 1.41], [0.79, 0.10, 0.63], [0.16, 1.38, 1.32], [0.47, -0.64, -0.23], [-0.46, -0.10, -1.04], [-0.68, 0.08, -0.51], [-0.23, -0.75, -0.71], [0.25, -0.33, 0.20], [0.53, -0.01, 0.66], [-0.27, 0.31, -0.10], [-0.21, -0.14, -0.05], [-0.14, -0.09, 0.66], [0.17, -0.25, -0.24], [0.43, 0.54, 0.12], [-0.70, -0.81, 3.24], [-0.24, 0.13, -2.21], [-0.70, 0.67, -4.38], [0.31, -0.70, 1.26], [0.72, -0.75, -0.02], [0.05, -0.09, 0.30], [0.55, 0.27, 0.58], [-0.05, 0.47, 0.01], [0.05, -0.22, 0.11], [-0.29, 0.59, 0.46], [0.60, 0.05, 0.07], [-0.35, 0.68, -0.20], [-1.61, 0.75, 1.17], [0.37, -0.50, 0.20], [0.60, -0.04, -0.78], [0.77, -1.05, -0.74], [0.03, 0.67, -0.14]],
  "lowdin_charge": [1.684, 2.100, -0.586, -0.045, -0.542, 0.036, -0.358, 0.072, -0.188, -0.120, 0.008, 0.118, 0.042, 0.058, 0.075, 0.092, 0.108, 0.090, -0.344, -0.179, -0.158, -0.033, 0.016, 0.118, 0.117, 0.113, 0.103, 0.094, 0.108, 0.109, -1.476, 0.577, 0.574, 0.583, 0.032],
  "lumo_energy_ev": -13.19,
  "orbital_gap_ev": 2.7,
  "de_lowest_kj_mol": 148.81,
  "e_homo_ev": -15.93,
  "total_charge": 3
}

[3]
{
  "formula": "ClHNO2S",
  "method": "the ωB97M-V functional and the def2-TZVPD basis",
  "symbols": ["N", "O", "O", "S", "Cl", "H"],
  "positions_angstrom": [[0.80327, 0.04509, 0.43046], [-1.77819, 0.60666, 0.54684], [-1.02120, -1.56788, -0.32497], [-0.90124, -0.09614, -0.40050], [1.52208, 1.66813, -0.21848], [1.37529, -0.65587, -0.03334]],
  "forces_ev_per_a": [[0.00, 1.64, -0.14], [0.35, -0.08, 0.00], [0.25, 0.01, 0.18], [-0.23, 0.08, -0.25], [-0.51, -1.70, 0.60], [0.15, 0.06, -0.39]],
  "nbo_charge": [-0.757, -1.014, -1.038, 1.576, -0.104, 0.337],
  "lumo_energy_ev": 3.71,
  "orbital_gap_ev": 7.7,
  "de_lowest_kj_mol": 110.94,
  "e_homo_ev": -4.00,
  "total_charge": -1
}

[4]
{
  "formula": "C5H23B3F3HgO5S",
  "method": "the ωB97M-V functional and the def2-TZVPD basis",
  "symbols": ["Hg", "B", "H", "H", "H", "H", "B", "H", "H", "H", "H", "B", "H", "H", "H", "H", "C", "F", "F", "F", "S", "O", "O", "O", "C", "O", "H", "H", "H", "C", "C", "C", "O", "H", "H", "H", "H", "H", "H", "H", "H"],
  "positions_angstrom": [[-1.02289, -0.22898, -0.19624], [-2.64940, -2.47123, 0.20296], [-3.45341, -3.10104, -0.33423], [-2.62000, -2.63617, 1.33897], [-1.59061, -2.66927, -0.18513], [-2.90971, -1.37362, -0.00519], [-0.20370, -1.28467, -2.26475], [-0.06018, -0.15040, -2.43001], [-1.29269, -1.62662, -2.23472], [0.35370, -1.87764, -3.07822], [0.28305, -1.55546, -1.25808], [-2.13106, 0.87627, 2.02328], [-2.25749, 0.68268, 3.15068], [-2.36343, -0.07927, 1.44664], [-2.83822, 1.71974, 1.68974], [-1.04543, 1.14897, 1.73230], [2.40463, -2.05095, 2.82057], [2.08049, -1.30284, 3.88604], [3.34350, -1.48704, 2.05120], [2.89766, -3.19914, 3.32712], [0.77463, -2.38288, 1.91927], [-0.12269, -2.78733, 2.97136], [0.36242, -1.14272, 1.25750], [1.07861, -3.49547, 1.04133], [-2.66195, 1.84286, -2.35158], [-2.83197, 0.92045, -1.32631], [-3.27640, 2.76550, -2.27547], [-1.58897, 2.03482, -2.49005], [-3.09295, 1.57977, -3.34291], [2.11197, 2.79862, -1.54644], [1.93424, 1.43239, -0.84060], [2.97304, 1.32161, 0.28747], [0.62413, 1.53929, -0.27894], [3.01777, 2.70281, -2.15628], [2.25981, 3.56009, -0.77460], [1.27707, 3.13313, -2.15855], [1.87370, 0.60170, -1.54323], [3.95107, 1.59761, -0.12095], [3.08444, 0.31348, 0.68187], [2.69954, 1.99657, 1.09912], [0.62766, 2.33439, 0.26507]],
  "forces_ev_per_a": [[-3.07, 0.17, -1.04], [0.16, -0.24, 0.25], [-1.26, -1.22, -1.03], [-0.24, -0.31, 1.88], [1.58, -0.81, -0.69], [-0.77, 1.71, -0.41], [0.00, 0.14, -0.36], [0.11, 1.95, -0.74], [-1.65, -0.29, -0.34], [1.14, -0.89, -1.30], [1.21, -0.74, 1.55], [0.05, 0.63, 0.01], [0.13, -0.46, 1.90], [-0.90, -1.56, -0.54], [-1.15, 1.38, -0.61], [2.01, 0.98, 0.02], [-2.27, -0.64, -0.26], [0.99, 0.73, -0.01], [0.28, 0.20, 0.55], [0.44, 0.05, -0.21], [-2.26, -1.54, -1.09], [0.74, 0.45, 0.91], [2.56, -0.75, 1.68], [1.13, 0.60, -0.07], [-0.35, -1.22, 0.84], [0.22, 0.84, -0.81], [0.40, 0.72, 0.90], [0.08, 0.65, -0.40], [0.35, -0.96, -0.40], [1.02, -0.70, -0.18], [-1.13, 1.72, 0.47], [0.22, -0.57, -0.84], [0.62, -0.07, 0.01], [0.03, 0.52, -0.11], [0.19, 0.05, 0.00], [-0.14, -0.50, -0.07], [0.22, -0.08, 0.12], [0.09, 0.17, 0.14], [-0.36, 0.05, 0.01], [0.05, 0.05, 0.00], [-0.50, -0.20, 0.30]],
  "nbo_charge": [1.673, -0.802, -0.056, -0.034, -0.028, -0.029, -0.919, -0.047, 0.037, -0.009, -0.009, -0.778, -0.040, -0.011, -0.041, -0.070, 0.695, -0.335, -0.340, -0.347, 2.356, -0.971, -1.032, -0.988, -0.211, -0.941, 0.074, 0.121, 0.075, -0.626, 0.079, -0.631, -0.718, 0.179, 0.174, 0.226, 0.239, 0.172, 0.246, 0.196, 0.471],
  "lumo_energy_ev": 6.77,
  "orbital_gap_ev": 4.9,
  "de_lowest_kj_mol": 173.75,
  "e_homo_ev": 1.90,
  "total_charge": -3
}

[5]
{
  "formula": "C5H7N",
  "method": "the ωB97M-V functional and the def2-TZVPD basis",
  "symbols": ["C", "N", "C", "C", "C", "C", "H", "H", "H", "H", "H", "H", "H"],
  "positions_angstrom": [[1.29408, 0.72229, 0.87904], [0.38706, 0.34207, -1.20542], [-0.88477, 0.38087, -1.35149], [-1.62154, -0.48557, -0.42071], [-0.70732, -0.97910, 0.42689], [0.63460, -0.39898, 0.03450], [1.33601, 0.54098, 1.95343], [0.77985, 1.67093, 0.69251], [2.30914, 0.84723, 0.48962], [-1.33598, 1.04721, -2.08212], [-2.68038, -0.71276, -0.48661], [-0.87750, -1.76697, 1.15684], [1.36677, -1.20821, -0.08648]],
  "forces_ev_per_a": [[0.06, -0.03, 0.19], [-0.39, 0.02, -0.11], [0.14, 0.02, -0.21], [0.12, -0.04, 0.10], [0.00, 0.19, -0.08], [0.08, -0.01, -0.03], [-0.02, -0.22, -0.08], [-0.05, -0.26, 0.20], [-0.13, 0.01, 0.18], [-0.01, -0.27, -0.14], [0.18, 0.06, 0.13], [0.12, 0.39, 0.07], [-0.11, 0.14, -0.21]],
  "nbo_charge": [-0.584, -0.377, 0.044, -0.285, -0.160, -0.142, 0.208, 0.220, 0.221, 0.193, 0.222, 0.219, 0.223],
  "lumo_energy_ev": 0.84,
  "orbital_gap_ev": 10.3,
  "de_lowest_kj_mol": 103.55,
  "e_homo_ev": -9.43,
  "smiles": "C[C@H]1C=CC=N1"
}

[6]
{
  "formula": "C4H10NO3",
  "method": "the ωB97M-V functional and the def2-TZVPD basis",
  "symbols": ["O", "C", "C", "N", "H", "H", "H", "H", "H", "H", "O", "C", "O", "C", "H", "H", "H", "H"],
  "positions_angstrom": [[-2.63295, 1.40905, 1.78912], [-1.74613, 0.77008, 2.26673], [-0.40283, 0.67073, 1.57201], [-0.46362, 1.48313, 0.30441], [-1.84491, 0.22707, 3.22094], [0.39698, 1.06422, 2.18548], [-0.24246, -0.36906, 1.29140], [-0.31851, 2.46539, 0.53157], [0.25642, 1.13187, -0.38109], [-1.40294, 1.36800, -0.08747], [1.01146, 0.42333, -1.63381], [1.11192, -0.77637, -1.83593], [1.46964, -1.22943, -3.02176], [0.86029, -1.86061, -0.82937], [1.56909, -0.45869, -3.61053], [1.10996, -2.80634, -1.28261], [-0.18997, -1.82625, -0.54055], [1.45857, -1.68612, 0.06145]],
  "forces_ev_per_a": [[-0.40, 0.19, -0.28], [0.30, -0.08, 0.46], [-0.41, 0.28, -0.71], [0.08, -0.45, 0.84], [0.01, 0.01, -0.05], [0.22, -0.22, 0.21], [0.29, 0.00, 0.17], [-0.13, 0.07, -0.25], [-0.07, 0.04, -0.27], [0.02, 0.31, -0.05], [-0.15, 0.14, 0.31], [0.20, -0.13, -0.15], [-0.09, 0.16, 0.01], [0.04, 0.41, -0.23], [0.09, -0.18, -0.03], [-0.07, -0.36, 0.13], [-0.07, -0.17, -0.10], [0.15, -0.01, -0.01]],
  "nbo_charge": [-0.482, 0.419, -0.335, -0.697, 0.161, 0.255, 0.242, 0.440, 0.476, 0.448, -0.673, 0.835, -0.624, -0.730, 0.513, 0.269, 0.236, 0.247],
  "lumo_energy_ev": -3.18,
  "orbital_gap_ev": 11.7,
  "de_lowest_kj_mol": 3.61,
  "e_homo_ev": -14.92,
  "total_charge": 1
}